A.
This record from the Open Molecules 2025 dataset describes a 2-piece molecular cluster, C7H11F3Si overall. The level of theory is wB97M-V/def2-TZVPD.

Element x y z (Å)
C  2.586  0.616  -1.950
C  1.850  1.167  -1.006
Si  1.548  0.372  0.696
C  0.819  1.714  1.772
F  2.990  -0.055  1.310
C  0.414  -1.241  0.570
C  0.119  -1.893  -0.531
H  2.689  1.130  -2.878
H  3.003  -0.249  -1.682
H  1.224  2.127  -1.136
H  -0.219  2.157  1.424
H  0.581  1.420  2.889
H  1.644  2.446  1.670
H  -0.059  -1.536  1.399
H  -0.465  -2.819  -0.579
H  0.488  -1.789  -1.559
C  -3.043  -0.203  0.537
C  -3.365  -0.904  -0.500
F  -3.442  -0.465  -1.711
F  -3.762  -2.169  -0.490
H  -2.820  -0.625  1.482
H  -2.780  0.797  0.272

## Properties
HOMO   -9.92 eV
LUMO energy   0.80 eV
Gap between HOMO and LUMO   10.72 eV
Net charge   0
SMILES string   C=C[Si](C)(F)C=C.C=C(F)F

Atom charges from the Mulliken analysis, given in e for atoms 1 to 4: C -0.70; C -0.20; Si 0.52; C -0.88

***

B.
This record from the Open Molecules 2025 dataset describes one molecule with the formula C7H11F3Si. The level of theory is wB97M-V/def2-TZVPD.

Element x y z (Å)
C  0.781  1.871  -0.976
C  1.118  0.898  -0.175
C  1.271  1.044  1.324
C  1.499  -0.446  -0.732
C  0.320  -1.445  -0.971
C  -0.407  -1.609  0.337
C  -1.557  -1.159  0.788
Si  -2.789  -0.051  0.065
F  -2.585  1.388  0.696
F  -4.267  -0.531  0.363
F  -2.515  0.386  -1.439
H  0.398  2.863  -0.597
H  0.941  1.684  -2.094
H  2.364  1.534  1.507
H  1.236  0.140  1.970
H  0.596  1.778  1.917
H  2.114  -0.433  -1.714
H  2.134  -0.844  -0.057
H  -0.202  -0.983  -1.733
H  0.946  -2.239  -1.363
H  0.250  -2.251  1.089
H  -1.644  -1.596  1.795

## Properties
HOMO   -9.37 eV
LUMO energy   0.70 eV
Gap between HOMO and LUMO   10.07 eV
Net charge   0
SMILES string   C=C(C)CC/C=C\[Si](F)(F)F

Atom charges from the Mulliken analysis, given in e for atoms 1 to 4: C -0.82; C 0.86; C -1.24; C -1.27

***

Most stable to least stable, the ends of the list are B and A.

***

A.
This record from the Open Molecules 2025 dataset describes a 2-piece molecular cluster, CH2N2O2 overall. The level of theory is wB97M-V/def2-TZVPD.

Element x y z (Å)
C  -0.861  0.156  2.204
N  -0.209  -1.255  -1.656
N  -0.999  -1.423  0.467
O  -1.529  -0.008  3.139
O  -0.404  -0.832  -0.435
H  -0.127  0.883  1.876
H  0.313  -0.520  -2.135

## Properties
HOMO (alpha / beta)   -8.61 / -8.62 eV
LUMO energy (alpha / beta)   -0.46 / -0.45 eV
Gap between HOMO and LUMO (alpha / beta)   8.16 / 8.17 eV
Net charge   0

Atom charges from the Mulliken analysis, given in e for atoms 1 to 4: C 0.23; N -0.43; N -0.18; O -0.26

***

B.
This record from the Open Molecules 2025 dataset describes a 2-piece molecular cluster, CH2N2O2 overall. The level of theory is wB97M-V/def2-TZVPD.

Element x y z (Å)
N  0.416  -1.285  0.200
C  0.244  -0.802  -0.866
O  0.093  -0.388  -1.924
H  1.149  -1.669  0.688
N  -0.749  1.638  0.321
O  0.315  1.128  0.570
H  -1.469  1.377  1.010

## Properties
HOMO (alpha / beta)   -9.57 / -9.57 eV
LUMO energy (alpha / beta)   -0.36 / -0.36 eV
Gap between HOMO and LUMO (alpha / beta)   9.21 / 9.21 eV
Net charge   0
SMILES string   N=C=O.N=O

Atom charges from the Mulliken analysis, given in e for atoms 1 to 4: N -0.41; C 0.58; O -0.39; H 0.25

***

C.
This record from the Open Molecules 2025 dataset describes a 2-piece molecular cluster, CH2N2O2 overall. The level of theory is wB97M-V/def2-TZVPD.

Element x y z (Å)
N  -2.741  -1.142  0.287
N  -3.310  -0.240  -0.040
O  -3.835  0.761  -0.179
C  -0.037  0.472  0.889
O  -0.765  0.839  0.016
H  1.028  -0.005  0.782
H  -0.489  0.616  1.920

## Properties
HOMO   -10.35 eV
LUMO energy   0.77 eV
Gap between HOMO and LUMO   11.12 eV
Net charge   0
SMILES string   N#[N+][O-].C=O

Atom charges from the Mulliken analysis, given in e for atoms 1 to 4: N -0.33; N 0.85; O -0.52; C -0.07

***

D.
This record from the Open Molecules 2025 dataset describes a 2-piece molecular cluster, CH2N2O2 overall. The level of theory is wB97M-V/def2-TZVPD.

Element x y z (Å)
N  0.920  0.922  -1.445
C  1.384  1.872  -0.821
O  1.735  2.551  0.066
H  1.144  0.528  -2.303
N  -1.223  0.098  0.253
O  -0.157  -0.302  -0.091
H  -2.120  -0.523  -0.185

## Properties
HOMO   -9.18 eV
LUMO energy   0.03 eV
Gap between HOMO and LUMO   9.21 eV
Net charge   0
SMILES string   N=C=O.N=O

Atom charges from the Mulliken analysis, given in e for atoms 1 to 4: N -0.39; C 0.63; O -0.40; H 0.22

***

Most stable to least stable, the ends of the list are C and A.

***

A.
This record from the Open Molecules 2025 dataset describes one molecule with the formula CH2N2O2. The level of theory is wB97M-V/def2-TZVPD.

Element x y z (Å)
O  1.556  -1.512  -1.914
C  1.286  -0.867  -0.980
N  1.449  0.272  -0.231
N  0.443  -0.911  0.208
O  -0.882  -0.720  0.001
H  1.239  1.268  -0.187
H  -1.099  -0.793  -0.957

## Properties
HOMO   -10.13 eV
LUMO energy   0.63 eV
Gap between HOMO and LUMO   10.76 eV
Net charge   0
SMILES string   O=C1NN1O

Atom charges from the Mulliken analysis, given in e for atoms 1 to 4: O -0.42; C 0.51; N -0.31; N -0.08

***

B.
This record from the Open Molecules 2025 dataset describes one molecule with the formula CH2N2O2. The level of theory is wB97M-V/def2-TZVPD.

Element x y z (Å)
C  -1.122  -0.037  0.034
N  -0.172  -0.817  -0.032
N  1.107  -0.107  -0.036
O  1.220  1.037  0.201
O  1.970  -0.790  -0.387
H  -2.180  -0.402  0.049
H  -0.823  1.116  0.171

## Properties
HOMO   -11.42 eV
LUMO energy   -0.28 eV
Gap between HOMO and LUMO   11.14 eV
Net charge   0
SMILES string   C=N[N+](=O)[O-]

Atom charges from the Mulliken analysis, given in e for atoms 1 to 4: C -0.19; N -0.37; N 1.13; O -0.59

***

Most stable to least stable, the ends of the list are A and B.

***

A.
This record from the Open Molecules 2025 dataset describes a 2-piece molecular cluster, C3H8NO2 overall. The level of theory is wB97M-V/def2-TZVPD.

Element x y z (Å)
C  0.760  1.219  1.734
C  -0.063  -1.606  -1.824
C  -0.267  0.251  1.048
N  -0.774  0.885  0.019
O  -1.547  0.513  -0.930
O  -0.528  -0.853  1.544
H  1.754  1.089  1.407
H  0.731  0.859  2.785
H  0.390  2.244  1.789
H  -0.597  -1.575  -0.833
H  0.891  -1.036  -1.778
H  0.234  -2.600  -2.205
H  -0.261  1.675  -0.212
H  -0.723  -1.064  -2.545

## Properties
HOMO   -2.00 eV
LUMO energy   4.22 eV
Gap between HOMO and LUMO   6.23 eV
Net charge   -1

Atom charges from the Mulliken analysis, given in e for atoms 1 to 4: C -1.09; C -0.83; C 0.61; N 0.05

***

B.
This record from the Open Molecules 2025 dataset describes a 2-piece molecular cluster, C3H8NO2 overall. The level of theory is wB97M-V/def2-TZVPD.

Element x y z (Å)
N  0.762  0.211  1.027
C  -0.366  0.396  0.202
C  -0.789  -0.652  -0.804
O  2.003  -1.819  -0.124
C  -0.735  1.782  -0.153
O  -1.626  2.098  -0.914
H  0.517  -0.021  1.970
H  2.878  -2.187  0.060
H  -1.243  0.805  0.867
H  -1.855  -0.580  -0.928
H  -0.359  -0.434  -1.774
H  1.447  -0.509  0.619
H  -0.161  2.552  0.408
H  -0.474  -1.641  -0.454

## Properties
HOMO   -3.33 eV
LUMO energy   3.96 eV
Gap between HOMO and LUMO   7.30 eV
Net charge   -1

Atom charges from the Mulliken analysis, given in e for atoms 1 to 4: N -0.63; C 0.50; C -1.01; O -1.07

***

C.
This record from the Open Molecules 2025 dataset describes an isolated ion of composition C3H8NO2 and charge -1. The level of theory is wB97M-V/def2-TZVPD.

Element x y z (Å)
N  -1.472  -0.541  0.439
C  -0.254  0.260  0.234
C  0.905  -0.243  1.191
O  1.126  -1.553  1.124
C  0.216  0.156  -1.200
O  -0.576  0.883  -2.162
H  -1.293  -1.447  0.013
H  -1.511  -0.787  1.426
H  -0.487  1.307  0.511
H  1.784  0.368  0.876
H  0.592  0.162  2.196
H  1.253  0.506  -1.233
H  0.224  -0.874  -1.524
H  -0.507  1.802  -1.890

## Properties
HOMO   -2.54 eV
LUMO energy   3.92 eV
Gap between HOMO and LUMO   6.46 eV
Net charge   -1
SMILES string   N[C@@H](C[O-])CO

Atom charges from the Mulliken analysis, given in e for atoms 1 to 4: N -0.79; C 0.37; C -0.68; O -0.87

***

Most stable to least stable, the ends of the list are C and A.

***

A.
This record from the Open Molecules 2025 dataset describes a 2-piece molecular cluster, H4O2 overall. The level of theory is wB97M-V/def2-TZVPD.

Element x y z (Å)
O  0.375  -0.320  -0.905
H  0.054  -0.193  -1.805
H  0.994  -1.058  -0.964
O  -0.284  0.652  1.548
H  -1.235  0.615  1.414
H  0.098  0.304  0.712

## Properties
HOMO   -10.62 eV
LUMO energy   0.53 eV
Gap between HOMO and LUMO   11.16 eV
Net charge   0
SMILES string   O.O

Atom charges from the Mulliken analysis, given in e for atoms 1 to 4: O -0.67; H 0.31; H 0.31; O -0.66

***

B.
This record from the Open Molecules 2025 dataset describes a 2-piece molecular cluster, H4O2 overall. The level of theory is wB97M-V/def2-TZVPD.

Element x y z (Å)
O  -2.941  -1.355  0.376
H  -3.281  -0.436  0.293
H  -3.732  -1.892  0.610
O  3.192  1.275  -0.048
H  3.421  0.434  -0.507
H  3.341  1.974  -0.724

## Properties
HOMO   -11.50 eV
LUMO energy   1.08 eV
Gap between HOMO and LUMO   12.58 eV
Net charge   0
SMILES string   O.O

Atom charges from the Mulliken analysis, given in e for atoms 1 to 4: O -0.65; H 0.33; H 0.32; O -0.65

***

Most stable to least stable, the ends of the list are A and B.

***

A.
This record from the Open Molecules 2025 dataset describes a 2-piece molecular cluster, H4O2 overall. The level of theory is wB97M-V/def2-TZVPD.

Element x y z (Å)
O  -0.666  0.907  -0.509
H  -1.332  0.340  -0.072
H  -0.937  1.769  -0.220
O  0.751  -1.253  0.468
H  1.656  -1.391  0.187
H  0.528  -0.373  0.146

## Properties
HOMO   -11.06 eV
LUMO energy   0.79 eV
Gap between HOMO and LUMO   11.85 eV
Net charge   0
SMILES string   O.O

Atom charges from the Mulliken analysis, given in e for atoms 1 to 4: O -0.70; H 0.34; H 0.32; O -0.66

***

B.
This record from the Open Molecules 2025 dataset describes a 2-piece molecular cluster, H4O2 overall. The level of theory is wB97M-V/def2-TZVPD.

Element x y z (Å)
O  1.304  0.103  0.527
H  0.800  0.278  -0.266
H  0.619  0.477  1.130
O  -1.072  -0.153  -0.530
H  -1.738  0.384  -0.955
H  -1.536  -0.741  0.122

## Properties
HOMO   -10.79 eV
LUMO energy   0.56 eV
Gap between HOMO and LUMO   11.35 eV
Net charge   0
SMILES string   O.O

Atom charges from the Mulliken analysis, given in e for atoms 1 to 4: O -0.65; H 0.35; H 0.31; O -0.65

***

C.
This record from the Open Molecules 2025 dataset describes a 2-piece molecular cluster, H4O2 overall. The level of theory is wB97M-V/def2-TZVPD.

Element x y z (Å)
O  1.377  -0.066  -0.190
H  1.684  -0.900  0.255
H  1.759  0.597  0.387
O  -1.713  -0.200  -0.057
H  -2.311  0.577  -0.060
H  -0.798  -0.008  -0.336

## Properties
HOMO   -10.97 eV
LUMO energy   0.75 eV
Gap between HOMO and LUMO   11.72 eV
Net charge   0
SMILES string   O.O

Atom charges from the Mulliken analysis, given in e for atoms 1 to 4: O -0.66; H 0.33; H 0.33; O -0.66

***

Most stable to least stable, the ends of the list are A and B.

***

A.
This record from the Open Molecules 2025 dataset describes a 2-piece molecular cluster, H4O2 overall. The level of theory is wB97M-V/def2-TZVPD.

Element x y z (Å)
O  -0.975  0.418  -0.490
H  -1.481  1.275  -0.462
H  -1.430  -0.123  0.154
O  1.629  -0.728  0.071
H  1.565  -0.324  0.945
H  0.692  -0.517  -0.218

## Properties
HOMO   -10.93 eV
LUMO energy   0.51 eV
Gap between HOMO and LUMO   11.44 eV
Net charge   0
SMILES string   O.O

Atom charges from the Mulliken analysis, given in e for atoms 1 to 4: O -0.67; H 0.32; H 0.33; O -0.65

***

B.
This record from the Open Molecules 2025 dataset describes a 2-piece molecular cluster, H4O2 overall. The level of theory is wB97M-V/def2-TZVPD.

Element x y z (Å)
O  -1.462  -0.208  -0.182
H  -0.517  -0.520  -0.180
H  -1.417  0.695  0.124
O  1.133  -0.149  -0.263
H  0.925  0.789  -0.074
H  1.338  -0.607  0.575

## Properties
HOMO   -10.92 eV
LUMO energy   0.52 eV
Gap between HOMO and LUMO   11.44 eV
Net charge   0
SMILES string   O.O

Atom charges from the Mulliken analysis, given in e for atoms 1 to 4: O -0.68; H 0.43; H 0.27; O -0.73

***

C.
This record from the Open Molecules 2025 dataset describes a 2-piece molecular cluster, H4O2 overall. The level of theory is wB97M-V/def2-TZVPD.

Element x y z (Å)
O  13.471  -12.482  -8.528
H  13.550  -13.244  -9.130
H  13.676  -11.714  -9.070
O  13.457  -14.707  -10.488
H  12.907  -14.687  -11.280
H  13.591  -15.643  -10.300

## Properties
HOMO   -10.85 eV
LUMO energy   0.63 eV
Gap between HOMO and LUMO   11.48 eV
Net charge   0
SMILES string   O.O

Atom charges from the Mulliken analysis, given in e for atoms 1 to 4: O -0.65; H 0.37; H 0.31; O -0.66

***

Most stable to least stable, the ends of the list are C and B.

***

A.
This record from the Open Molecules 2025 dataset describes a 2-piece molecular cluster, H4O2 overall. The level of theory is wB97M-V/def2-TZVPD.

Element x y z (Å)
O  -1.891  -0.146  -0.024
H  -1.160  -0.678  -0.315
H  -1.477  0.717  0.138
O  1.876  -0.176  -0.045
H  1.611  0.752  -0.191
H  1.040  -0.469  0.437

## Properties
HOMO   -11.99 eV
LUMO energy   0.37 eV
Gap between HOMO and LUMO   12.36 eV
Net charge   0
SMILES string   O.O

Atom charges from the Mulliken analysis, given in e for atoms 1 to 4: O -0.62; H 0.32; H 0.31; O -0.63

***

B.
This record from the Open Molecules 2025 dataset describes a 2-piece molecular cluster, H4O2 overall. The level of theory is wB97M-V/def2-TZVPD.

Element x y z (Å)
O  1.368  -0.394  0.623
H  0.742  -0.468  -0.138
H  0.893  -0.557  1.486
O  -0.963  0.162  -0.913
H  -1.159  0.143  0.050
H  -0.881  1.115  -1.108

## Properties
HOMO   -11.15 eV
LUMO energy   0.65 eV
Gap between HOMO and LUMO   11.79 eV
Net charge   0
SMILES string   O.O

Atom charges from the Mulliken analysis, given in e for atoms 1 to 4: O -0.67; H 0.39; H 0.30; O -0.71

***

Most stable to least stable, the ends of the list are B and A.